The following is a quantum chemistry calculation of a molecular structure, C26H25BrF6N4O5PRuS, from the Open Molecules 2025 dataset.

Each line ends with the Löwdin charge.
Positions of all 70 atoms, in Å:
Ru (0.30233, -0.05885, -0.31015)  1.786
C (-0.20032, 1.00431, 2.59378)  -0.114
N (0.93666, 1.16321, 1.68406)  -0.209
C (2.16877, 0.58857, 2.23761)  -0.083
C (2.86871, -0.37800, 1.32007)  -0.222
C (4.12082, -0.84558, 1.66938)  0.005
C (4.81533, -1.66116, 0.79438)  -0.005
C (4.22982, -1.98987, -0.41341)  -0.016
C (2.95990, -1.53293, -0.68646)  -0.102
N (2.28383, -0.73426, 0.16446)  -0.006
C (1.09651, 2.53896, 1.20931)  -0.105
C (1.73556, 2.61079, -0.15251)  -0.228
C (2.49534, 3.71104, -0.49950)  0.010
C (2.94937, 3.84398, -1.80244)  -0.010
C (2.62763, 2.85982, -2.71636)  -0.005
C (1.88652, 1.77001, -2.30174)  -0.071
N (1.45809, 1.63777, -1.03966)  0.008
C (-0.75483, -0.39133, 2.52748)  -0.236
C (-1.37417, -0.97103, 3.61012)  0.009
C (-2.08764, -2.15335, 3.43597)  -0.004
C (-2.17164, -2.69785, 2.17455)  -0.004
C (-1.48664, -2.09348, 1.13277)  -0.104
N (-0.76558, -0.98350, 1.31116)  0.010
H (-0.98936, 1.68032, 2.26147)  0.132
H (0.06145, 1.26915, 3.62242)  0.144
H (1.94478, 0.08310, 3.17958)  0.145
H (2.86924, 1.39423, 2.47813)  0.142
H (4.54811, -0.55034, 2.61853)  0.130
H (5.79797, -2.03031, 1.05364)  0.127
H (4.72043, -2.63335, -1.12782)  0.130
H (2.44406, -1.80813, -1.59027)  0.099
H (1.67175, 3.14031, 1.92013)  0.140
H (0.10435, 2.98547, 1.13136)  0.136
H (2.71053, 4.46110, 0.24925)  0.127
H (3.53753, 4.70314, -2.09476)  0.125
H (2.94001, 2.91592, -3.74869)  0.125
H (1.61944, 0.97838, -2.98311)  0.107
H (-1.32809, -0.47844, 4.57185)  0.127
H (-2.57965, -2.62257, 4.27676)  0.126
H (-2.71755, -3.60780, 1.97508)  0.132
H (-1.50529, -2.50193, 0.13836)  0.090
Br (-7.63959, 2.95396, 0.01428)  0.789
C (-5.80796, 2.66033, -0.30298)  -0.681
C (-5.18382, 1.56351, 0.27653)  -0.105
C (-3.83482, 1.35780, 0.05064)  -0.007
C (-3.12111, 2.23471, -0.76145)  -0.134
C (-3.76425, 3.31989, -1.35141)  0.006
C (-5.10843, 3.54188, -1.11694)  -0.100
C (-1.68768, 2.02250, -1.06077)  -0.477
O (-1.05854, 2.50762, -1.95302)  0.142
O (-1.10742, 1.17713, -0.14094)  -0.262
H (-5.75338, 0.87769, 0.88735)  0.106
H (-3.33999, 0.49901, 0.48511)  0.111
H (-3.20447, 3.98120, -1.99879)  0.128
H (-5.61537, 4.38398, -1.56561)  0.109
F (0.63140, -2.82004, -0.47506)  -0.264
P (0.82619, -4.46645, -0.07675)  0.189
F (0.99105, -5.99210, 0.29419)  -0.100
F (1.12122, -4.73612, -1.63750)  -0.141
F (0.51949, -4.05932, 1.45741)  -0.144
F (-0.76180, -4.64016, -0.34956)  -0.148
F (2.38862, -4.16687, 0.16955)  -0.136
C (-0.76437, -2.72633, -3.38555)  -0.100
S (-0.63041, -1.05555, -2.89113)  0.503
O (-1.02466, -0.18759, -3.95121)  -0.249
O (0.78550, -0.82054, -2.40581)  -0.450
O (-1.39193, -0.89614, -1.61522)  -0.390
H (-0.28456, -2.82587, -4.35642)  0.088
H (-1.82774, -2.94149, -3.47305)  0.091
H (-0.29525, -3.36215, -2.64067)  0.038

Properties
Charge   +1
Calculated total energy   -152618.92005 eV
HOMO energy (alpha / beta)   -0.42372 / -0.42372 hartree
E_LUMO (alpha / beta)   -4.6 / -6.0 eV
Max |F|   0.6 eV Å⁻¹
Spin multiplicity   5
Molecular weight   831.51 g/mol
⟨S²⟩   6.019

=====

The following is a quantum chemistry calculation of a molecular structure, C26H25Cl5FN7O7Os, from the Open Molecules 2025 dataset.

Each line ends with the Löwdin charge.
Positions of all 72 atoms, in Å:
Os (0.23275, -0.09330, -0.10693)  1.602
Cl (0.48866, -0.73164, 3.53190)  0.755
C (1.89480, -0.36951, 2.60891)  -0.681
C (1.81979, -0.23767, 1.22512)  -0.368
C (2.99308, -0.00292, 0.56497)  -0.670
Cl (2.71876, 0.08289, -1.15100)  0.858
C (4.24087, 0.09051, 1.14504)  -0.699
Cl (5.63041, 0.34940, 0.17843)  0.735
C (4.30187, -0.02921, 2.53012)  -0.692
Cl (5.81203, 0.09573, 3.32563)  0.730
C (3.12738, -0.25583, 3.25630)  -0.687
Cl (3.21028, -0.41348, 4.96035)  0.728
C (1.29982, 6.05464, -4.49453)  -0.050
C (-0.07021, 5.60169, -4.01523)  -0.164
N (0.01675, 4.66001, -2.88292)  -0.005
C (-0.06208, 3.35604, -3.12981)  0.062
C (0.04902, 2.35070, -2.18923)  -0.021
C (-0.08603, 0.97274, -2.78276)  -0.532
O (-0.32010, 0.84450, -3.95611)  0.127
O (0.07031, -0.13271, -2.04039)  -0.285
C (0.24993, 2.73227, -0.83920)  -0.264
O (0.34949, 1.94768, 0.14967)  -0.132
C (0.34644, 4.15677, -0.56270)  -0.040
C (0.54699, 4.59146, 0.75139)  0.109
C (0.62372, 5.92345, 1.02783)  -0.178
F (0.76680, 6.30080, 2.30876)  0.088
C (0.53360, 6.90671, 0.02220)  -0.124
C (0.34748, 6.46791, -1.27919)  0.063
C (0.23333, 5.10608, -1.58192)  -0.105
N (0.63999, 8.28766, 0.28121)  -0.089
C (1.20677, 8.78623, 1.53499)  -0.122
C (1.42400, 10.29954, 1.40355)  -0.071
N (1.63249, 10.63453, -0.04350)  0.064
C (0.36598, 10.42135, -0.83536)  -0.065
C (-0.35787, 9.20090, -0.25865)  -0.120
H (1.18670, 6.75575, -5.32051)  0.090
H (1.87999, 5.20428, -4.85214)  0.090
H (1.86961, 6.54116, -3.70244)  0.071
H (-0.59880, 5.08313, -4.81164)  0.131
H (-0.70104, 6.43675, -3.71488)  0.120
H (-0.23079, 3.06422, -4.15878)  0.158
H (0.61556, 3.87052, 1.55460)  0.150
H (0.31840, 7.20230, -2.07001)  0.109
H (2.15436, 8.28246, 1.71848)  0.140
H (0.56499, 8.61853, 2.40249)  0.136
H (2.29034, 10.62887, 1.97184)  0.144
H (0.55881, 10.87256, 1.73073)  0.141
H (2.35862, 10.02012, -0.41548)  0.186
H (1.95904, 11.59536, -0.15033)  0.190
H (0.66122, 10.27364, -1.87210)  0.137
H (-0.23267, 11.32705, -0.76073)  0.142
H (-0.94041, 8.72254, -1.03999)  0.131
H (-1.06321, 9.50536, 0.52277)  0.141
O (-3.30576, 0.37652, 1.04323)  0.209
N (-2.22297, 0.19476, 0.62068)  -0.471
O (-1.26899, -0.35760, 1.27428)  -0.146
O (-1.80761, 0.51237, -0.55140)  -0.073
C (-1.77968, -5.13020, -1.42995)  0.004
N (-0.86428, -4.16925, -0.84166)  -0.078
C (0.21512, -4.51234, 0.05856)  -0.006
C (0.83170, -3.15529, 0.34352)  -0.422
O (1.79589, -2.96052, 1.02673)  0.115
N (0.07472, -2.18781, -0.33669)  0.018
C (-0.89395, -2.84971, -1.00751)  -0.369
N (-1.82930, -2.24947, -1.74346)  0.238
H (-1.31111, -6.11025, -1.40180)  0.103
H (-1.97300, -4.88769, -2.47489)  0.096
H (-2.72163, -5.17805, -0.88142)  0.105
H (0.94380, -5.17446, -0.41032)  0.152
H (-0.13843, -4.96885, 0.98497)  0.154
H (-1.63254, -1.32157, -2.08848)  0.089
H (-2.48271, -2.80977, -2.26264)  0.118

Properties
Charge   +2
Calculated total energy   -119911.91513 eV
HOMO energy   -0.45942 hartree
E_LUMO   -5.8 eV
Max |F|   0.7 eV Å⁻¹
Molecular weight   934.02 g/mol
Relative energy (zero: lowest compared OMol25 entry of this formula, charge and spin)   4.11 kcal/mol

=====

The following is a quantum chemistry calculation of a molecular structure, C26H25Cl5N4O9P3Yb in a non-equilibrium geometry, from the Open Molecules 2025 dataset.

Each line ends with the Löwdin charge.
Positions of all 73 atoms, in Å:
Yb (-0.32380, 0.28140, 0.13376)  1.435
N (2.51843, -2.21217, -0.00696)  -0.114
P (1.34781, -2.02413, 1.22621)  1.019
C (2.33727, -2.50155, 2.68237)  -0.357
C (2.67320, -1.52372, 3.61588)  -0.109
C (3.48322, -1.82376, 4.70445)  -0.074
C (3.96846, -3.11345, 4.86418)  -0.077
C (3.64466, -4.09787, 3.93700)  -0.070
C (2.83216, -3.79528, 2.85179)  -0.094
C (0.25203, -3.46808, 0.95319)  -0.363
C (-0.24860, -4.28532, 1.96141)  -0.114
C (-1.19957, -5.25629, 1.67097)  -0.068
C (-1.66081, -5.41437, 0.37154)  -0.069
C (-1.16799, -4.60109, -0.64207)  -0.060
C (-0.21809, -3.63687, -0.34632)  -0.115
C (2.61013, -1.41035, -1.13476)  -0.396
C (3.61245, -1.67434, -2.07456)  -0.020
C (3.71640, -0.86276, -3.17719)  -0.060
C (2.83120, 0.19862, -3.33425)  -0.061
C (1.86891, 0.37723, -2.37206)  -0.150
N (1.74424, -0.40881, -1.27972)  0.019
H (3.13259, -3.01201, 0.01274)  0.108
H (2.29926, -0.51196, 3.49194)  0.083
H (3.73304, -1.05228, 5.42241)  0.108
H (4.59728, -3.35385, 5.71270)  0.107
H (4.01959, -5.10565, 4.06317)  0.107
H (2.56527, -4.57907, 2.15103)  0.110
H (0.09061, -4.17294, 2.98454)  0.099
H (-1.59042, -5.87795, 2.46620)  0.108
H (-2.41117, -6.16302, 0.14948)  0.106
H (-1.52747, -4.70288, -1.65945)  0.108
H (0.14290, -3.00110, -1.14486)  0.030
H (4.28923, -2.50530, -1.91722)  0.112
H (4.48623, -1.05425, -3.91606)  0.113
H (2.87115, 0.86019, -4.18702)  0.111
H (1.13956, 1.16928, -2.45633)  0.103
N (1.86115, 1.32174, 1.19985)  -0.039
N (2.07596, 2.51102, 0.47162)  0.000
C (1.04934, 3.00490, -0.35065)  -0.703
O (1.08207, 4.17184, -0.66844)  0.063
O (0.18819, 2.09685, -0.73703)  -0.248
H (1.63656, 1.54388, 2.16571)  0.072
H (2.71930, 0.78142, 1.17041)  0.082
H (2.58415, 3.24564, 0.94124)  0.134
Cl (-2.89412, 1.42112, -0.32312)  0.730
C (-2.84813, 0.25367, -1.65508)  -0.655
C (-1.64557, -0.38799, -1.85398)  -0.248
C (-1.63376, -1.19332, -2.98173)  -0.652
Cl (-0.16209, -2.04638, -3.47190)  0.669
C (-2.75257, -1.39827, -3.79644)  -0.704
Cl (-2.69028, -2.45754, -5.16142)  0.658
C (-3.95012, -0.74850, -3.50170)  -0.707
Cl (-5.35065, -1.00159, -4.47407)  0.676
C (-4.00112, 0.11160, -2.41414)  -0.703
Cl (-5.45243, 0.96636, -2.02725)  0.677
C (-3.89159, 0.74542, 3.00657)  -0.055
C (-2.53722, 0.29907, 3.56183)  -0.592
O (-2.61991, 0.06555, 4.97206)  -0.062
P (-1.25327, 1.56469, 3.33231)  0.496
O (-1.78284, 2.96274, 3.83570)  -0.057
O (-0.09822, 1.20765, 4.34619)  -0.102
O (-0.80864, 1.65920, 1.91419)  -0.368
P (-1.97411, -1.26486, 2.77268)  0.359
O (-0.49720, -1.40768, 3.49321)  -0.210
O (-2.80600, -2.37103, 3.28420)  -0.260
O (-1.70257, -0.98399, 1.30887)  -0.432
H (-4.22996, 1.64538, 3.52060)  0.088
H (-4.61332, -0.05374, 3.18440)  0.095
H (-3.86425, 0.93528, 1.93695)  0.022
H (-3.13751, -0.74628, 5.08122)  0.098
H (-1.99800, 2.98113, 4.77587)  0.107
H (-0.00332, 0.23253, 4.36793)  0.061
H (-0.55012, -2.11919, 4.14204)  0.093

Properties
Charge   0
Calculated total energy   -173775.03430 eV
HOMO energy   -0.31813 hartree
E_LUMO   0.0 eV
Max |F|   1.3 eV Å⁻¹
Spin multiplicity   2
Molecular weight   980.73 g/mol
⟨S²⟩   0.751
Relative energy (zero: lowest compared OMol25 entry of this formula, charge and spin)   0.00 kcal/mol

=====

What is the calculated total energy in the second record?
-119911.91513 eV